# 1
A structure of composition C14H28N2O6RhSSi. Source: the Open Molecules 2025 dataset; level of theory: ωB97M-V/def2-TZVPD.

Values from the calculation:
* E_HOMO (alpha / beta): -12.5 / -12.6 eV
* frontier orbital gap (alpha / beta): 10.5089 / 7.1143 eV
* multiplicity: 5
* charge: +1

CARTESIAN COORDINATES (ANGSTROEM)
C -4.3888 -1.0626 -2.1384
H 1.2427 5.2857 -1.5754
H 5.8842 -2.2970 -1.1562
H 6.3840 -3.9921 -1.0809
H 0.2259 0.1133 4.7936
H 6.2279 -3.7917 2.1480
C 2.0979 -1.5682 0.2477
C 2.1707 3.0859 -2.6071
Si 4.4515 -3.5746 0.4189
O 0.9142 1.4251 1.6792
H -3.1070 -3.3873 -2.7866
H 2.4552 2.0401 -2.6249
H -4.8371 -1.7671 -2.8329
H -3.4160 0.7866 -0.5280
H -1.6925 2.9463 -1.0978
H 0.3288 1.8994 4.8172
H 4.5217 -6.0429 0.5764
O 0.7833 1.0319 -1.4198
C 3.7217 -5.3080 0.4756
H -0.0497 4.8837 -2.7082
H 4.7114 -3.2369 2.8675
H 2.0126 3.4382 -3.6270
C 5.5212 -3.3250 -1.1087
H -0.7399 2.9477 0.4063
O -1.2308 1.9955 2.6945
Rh 0.5460 -0.3456 0.3932
H -5.1078 -0.8719 -1.3392
H -2.3854 0.9831 -1.9665
O -1.4394 1.1347 -0.1251
N -3.1544 -1.6453 -1.6273
N 0.9420 3.2453 -1.8359
H 4.9583 -3.5301 -2.0203
C -3.0178 -3.0962 -1.7405
C -2.4311 0.5748 -0.9522
C 0.6078 0.9947 4.2851
C 5.3679 -3.1366 2.0017
C 3.0388 -2.3650 0.2979
H 5.7266 -2.1067 1.9651
O -1.1837 -1.4401 -0.5580
C 0.3413 2.1922 -1.3008
H 2.9703 3.6678 -2.1487
S -0.1504 1.0549 2.6715
C -0.9506 2.4012 -0.5130
C 0.4177 4.6005 -1.7624
H 3.1631 -5.5320 -0.4341
H -2.0482 -3.3987 -1.3626
H -4.1995 -0.1359 -2.6786
H -3.8000 -3.5911 -1.1641
H 3.0459 -5.4175 1.3252
H -0.3047 4.7076 -0.9585
H 1.6850 0.9291 4.1576
O -0.5374 -0.3442 2.3266
C -2.2094 -0.9277 -1.0305

Atomic forces in eV per Å
C -0.05 0.13 0.03
H 0.00 -0.01 0.06
H 0.03 -0.02 -0.02
H 0.00 -0.01 0.02
H -0.03 0.02 0.01
H 0.00 -0.03 -0.03
C -0.71 0.53 0.11
C 0.05 -0.06 -0.01
Si 0.54 -0.42 -0.01
O -0.02 -0.22 -0.27
H 0.00 0.01 0.01
H -0.02 -0.01 -0.01
H 0.03 0.00 -0.03
H -0.02 0.01 -0.05
H 0.00 0.02 0.00
H 0.03 0.02 -0.02
H 0.02 0.00 0.00
O 0.02 -0.08 0.27
C 0.00 0.42 0.02
H -0.01 -0.02 0.02
H 0.02 -0.01 0.00
H 0.00 0.01 0.01
C -0.27 0.07 0.29
H -0.04 0.07 -0.02
O 0.04 -0.09 0.15
Rh 0.44 -0.63 -0.59
H 0.03 -0.01 0.01
H 0.00 0.01 -0.01
O 0.03 0.04 0.02
N 0.10 -0.17 -0.02
N 0.09 -0.11 -0.06
H 0.01 -0.01 0.00
C 0.01 -0.02 0.03
C 0.06 -0.09 0.08
C -0.08 0.00 -0.32
C -0.24 -0.01 -0.26
C -0.05 -0.03 -0.03
H 0.01 -0.01 0.00
O 0.33 0.12 0.16
C -0.05 0.12 -0.04
H -0.03 0.03 0.00
S -0.18 0.50 0.81
C 0.06 -0.11 0.07
C -0.09 0.05 -0.04
H 0.02 0.00 -0.01
H 0.00 0.01 0.01
H -0.02 -0.03 -0.01
H 0.00 0.02 0.00
H 0.02 -0.03 0.00
H 0.04 0.02 0.00
H -0.01 -0.05 0.00
O 0.10 -0.06 -0.31
C -0.15 0.10 -0.04

# 2
A cluster of 2 separate species, C9H14 in total at a distorted geometry. Source: the Open Molecules 2025 dataset; level of theory: ωB97M-V/def2-TZVPD.

Values from the calculation:
* E_HOMO: -9.1 eV
* frontier orbital gap: 10.1083 eV
* SMILES string: Cc1ccccc1.CC
* energy relative to the best compared isomer or geometry (same formula, charge and spin): 8.7 kcal/mol
* charge: 0

CARTESIAN COORDINATES (ANGSTROEM)
H 0.1460 -2.0486 -1.1639
C -1.4051 1.7303 0.1327
C 1.5580 -0.3417 2.4661
C 1.8536 0.8695 1.8717
H -0.0280 -1.8545 2.6185
H -1.4460 -0.8053 0.9807
H 0.3379 0.0842 -2.8729
H 1.2506 2.4797 0.6249
C -0.5182 -0.4979 -2.5313
C -0.2867 0.9533 0.7657
C 0.9615 1.5036 1.0009
H -0.8636 -0.0337 -1.6109
C -0.4999 -0.3397 1.2421
C -0.0450 -1.9465 -2.2323
H -0.9615 2.3922 -0.6174
H 2.7874 1.3768 2.0705
C 0.3410 -0.9408 2.1633
H 0.8385 -2.1686 -2.8189
H 2.2513 -0.7311 3.1956
H -0.8555 -2.6268 -2.4861
H -2.0993 1.0855 -0.4011
H -1.9855 2.3000 0.8570
H -1.3313 -0.4401 -3.2547

Atomic forces in eV per Å
H 0.28 -0.11 -0.10
C 0.48 -0.06 -0.80
C -0.21 0.25 0.26
C 0.06 0.33 -0.68
H 0.47 -0.06 0.01
H 0.03 -0.09 0.18
H -0.18 0.19 -0.13
H -0.24 -0.01 -0.09
C 0.45 -0.33 0.44
C 0.05 -0.33 0.11
C 0.31 0.15 0.74
H -0.05 0.01 -0.12
C -0.78 0.39 0.36
C -0.86 0.81 -0.11
H -0.31 0.24 0.14
H 0.12 -0.12 0.11
C -0.08 -0.28 -0.41
H 0.09 -0.32 0.05
H -0.06 -0.30 0.04
H 0.17 -0.30 -0.02
H -0.10 -0.11 0.08
H 0.18 0.09 0.09
H 0.17 -0.06 -0.13

# 3
A cluster of 14 separate species, C32H31Cl52F4NO7 in total at a distorted geometry. Source: the Open Molecules 2025 dataset; level of theory: ωB97M-V/def2-TZVPD.

Values from the calculation:
* E_HOMO: -8.7 eV
* frontier orbital gap: 8.6096 eV
* charge: 0

CARTESIAN COORDINATES (ANGSTROEM)
H 1.9555 -5.2201 0.8623
O 0.8048 -0.6658 -3.2494
C 1.5841 0.5942 0.2834
Cl -7.2891 5.8343 0.6472
C 3.1365 -4.9575 -1.5668
Cl -1.4208 5.6940 4.0185
H 0.5957 -4.7334 -1.4848
Cl -7.3937 3.5032 -1.0477
H 1.6177 -3.5463 1.0721
Cl 2.5815 2.3419 -7.1613
H -4.1522 -1.3415 0.6394
C -2.0120 5.1674 8.1363
O -0.6749 -3.6491 -0.2705
H 2.9517 -6.7776 -0.4636
Cl 0.5433 9.3550 3.6919
C 0.4026 -4.5603 -0.4348
Cl 1.1349 1.4759 -4.8451
C -7.2357 5.4365 5.3182
Cl -9.4050 3.9045 0.9744
C 0.1646 0.9725 0.7202
Cl -1.8325 6.7735 8.8463
C -0.8594 -2.7129 -4.7283
C -2.2821 -0.2830 -3.2182
Cl 10.5435 -4.7193 -1.5886
H 5.8006 -5.8497 -0.8444
H -0.7066 -1.7271 -5.1372
Cl 3.3115 9.4978 4.4922
Cl 0.2057 5.3546 1.6594
Cl -3.6963 3.0293 -6.5263
H 3.6169 -3.6505 -0.1109
H -4.3155 -3.7823 2.5716
C 3.7258 -6.2635 -1.0277
Cl -3.5501 5.0647 7.2782
C -0.9380 0.8885 -0.3523
C 6.4580 2.4522 -5.6125
C -2.9632 -8.2971 3.1243
Cl -8.8529 0.4773 2.5717
H -0.0544 -1.8967 0.3605
C 3.7550 2.2926 6.7406
Cl -8.7654 5.3317 4.4436
Cl -5.9056 5.1472 4.1948
Cl -6.7041 3.2302 1.7379
Cl 1.7412 4.2704 -5.1662
H 4.8494 -5.3510 0.5824
H 0.1507 1.9791 1.1163
C 8.9553 -4.8573 -0.8319
C -3.0011 -2.4467 -0.8614
Cl -7.0666 7.0448 6.0274
Cl -1.9709 3.9474 9.4132
Cl -6.6532 1.2350 4.3006
Cl 2.1116 6.9488 3.8695
H 1.8071 -0.4026 0.6365
Cl 8.6321 -6.5508 -0.4546
C -0.5336 4.5336 3.0320
Cl 7.7573 2.9808 -4.5316
H -0.5404 1.0422 -1.3452
Cl 4.9618 3.1150 7.7288
C 1.7108 -4.3108 0.3118
Cl -5.8068 1.0506 -6.7779
C 11.1117 6.1016 -3.8505
Cl 3.5166 0.6486 7.3405
Cl -0.7018 4.8761 6.9918
Cl -7.2079 4.2247 6.6022
H 0.0113 -5.4948 -0.0588
Cl -2.9199 -10.0625 3.1992
H -1.8384 -0.5972 0.8322
Cl 8.9253 -3.9046 0.6503
H 3.8947 -4.5410 -2.2230
F -1.3160 -3.8329 -2.7544
Cl 7.7247 -4.2416 -1.9407
N 2.7795 -3.9197 -0.6048
C -3.7058 -2.3089 0.4670
C 2.1508 8.6612 3.4569
H -1.4153 -3.2804 -5.4629
O -2.5467 -4.7103 2.4863
C -1.5080 -1.4289 -2.5885
H 5.1750 -7.0348 0.2911
O 4.0915 -7.0967 -2.1292
Cl -6.4359 3.7472 -5.9919
O 0.4790 -2.1293 -1.6239
C -1.6998 -2.7110 -3.4628
H -2.7655 -3.4950 -0.9639
Cl 4.9990 3.3827 -5.2894
Cl -4.2744 -7.6990 4.1464
C -7.6964 4.1174 0.5794
Cl 2.2178 3.1454 6.8454
O 2.4928 1.5060 0.9045
C -0.4333 -2.3037 -0.5652
Cl -1.6343 3.2800 2.4509
F -3.3598 0.0481 -2.4743
H 3.3457 -7.6562 -2.3491
Cl 9.7959 4.9405 -4.0723
Cl 12.3963 5.7608 -5.0126
Cl -5.5941 3.1847 -8.6897
H -1.5493 1.7606 -0.1529
H 2.2983 -5.1946 -2.2104
O -2.8418 -2.6875 1.5566
Cl 6.1316 0.7385 -5.3439
C 4.9630 -6.0938 -0.1989
F -1.5459 0.8280 -3.3987
Cl -3.2424 -7.7918 1.4556
Cl 10.4993 7.7362 -4.1122
C -3.2734 -3.7753 2.2279
C -1.7147 -1.6032 -1.0524
Cl 6.9566 2.7017 -7.2889
Cl 4.2894 2.2459 5.0584
Cl 2.6287 8.8454 1.7664
Cl 0.7027 3.7829 4.0451
F -2.7663 -0.6277 -4.4423
Cl -0.1840 3.0647 -6.9463
C -1.8973 -0.3144 -0.2081
C 0.0293 -1.3109 -2.5900
H -0.1238 0.3270 1.5447
Cl -9.3670 1.3056 5.2806
H -2.8918 0.0715 -0.3565
H 1.6545 0.6592 -0.7939
C 1.3064 2.7779 -6.0173
H 0.0557 -3.2558 -4.5477
Cl 11.7513 5.9676 -2.2092
H -4.5415 -3.0034 0.4452
C -5.3812 2.7466 -6.9919
H -2.7464 -2.8542 -3.6906
Cl -8.0832 -1.2224 4.7622
H 3.2492 1.0055 1.2100
Cl -1.4273 -7.6487 3.6973
H -3.7369 -2.2247 -1.6236
C -8.2407 0.4535 4.2250

Atomic forces in eV per Å
H 0.02 -0.26 0.12
O -0.99 -0.76 0.24
C -0.55 0.70 0.67
Cl 0.00 0.01 0.01
C 0.74 0.30 -0.01
Cl -0.22 0.18 -0.41
H 0.02 0.28 -0.30
Cl 0.02 -0.02 -0.06
H -0.25 0.32 0.14
Cl -0.15 -0.03 -0.23
H 0.22 0.45 0.21
C 0.03 -0.05 0.04
O 0.42 0.16 -0.20
H -0.11 -0.15 0.35
Cl -0.03 0.01 0.00
C -0.15 -0.43 0.41
Cl -0.21 0.24 -0.34
C -0.01 0.03 -0.01
Cl -0.02 -0.02 0.03
C 0.03 -0.51 -0.43
Cl 0.00 0.01 0.00
C -0.91 -0.25 -0.29
C -0.08 0.47 -0.55
Cl 0.04 0.01 -0.02
H 0.04 0.14 0.00
H 0.32 0.22 -0.04
Cl 0.00 0.01 0.00
Cl -0.09 -0.17 -0.13
Cl -0.10 -0.14 0.03
H -0.02 0.13 0.19
H -0.21 0.33 -0.30
C -0.51 0.00 -0.20
Cl -0.11 0.02 -0.04
C 0.03 -0.08 0.67
C -0.04 0.00 0.01
C 0.04 0.07 0.00
Cl 0.02 0.01 -0.03
H 0.46 0.77 0.00
C -0.01 -0.10 0.03
Cl -0.03 -0.03 -0.03
Cl 0.15 0.14 0.26
Cl -0.14 -0.07 -0.34
Cl -0.02 0.06 -0.04
H -0.01 0.27 0.09
H 0.48 0.16 -0.05
C 0.02 0.00 -0.07
C 0.33 -0.27 0.63
Cl 0.00 0.02 0.01
Cl 0.01 0.00 0.01
Cl -0.03 -0.10 0.10
Cl 0.16 0.04 0.20
H 0.13 -0.51 -0.28
Cl 0.00 0.00 -0.01
C -0.02 0.09 0.06
Cl -0.36 -0.40 -0.04
H 0.18 -0.10 -0.27
Cl 0.02 0.01 -0.02
C 0.37 0.17 -0.23
Cl 0.08 -0.09 0.07
C 0.00 -0.04 0.06
Cl 0.10 -0.08 -0.02
Cl 0.10 -0.04 0.34
Cl 0.04 -0.02 0.01
H -0.41 -0.20 0.13
Cl -0.01 -0.04 0.01
H -0.08 -0.38 0.30
Cl -0.01 0.04 0.11
H 0.17 0.17 -0.23
F -0.11 -0.27 0.15
Cl 0.04 0.01 -0.06
N -0.13 -0.37 -0.27
C -0.54 -0.41 0.09
C -0.02 -0.01 0.00
H -0.04 -0.18 -0.31
O -0.79 1.40 -0.14
C 1.71 -0.19 0.41
H 0.23 -0.25 0.12
O 0.06 -0.01 -0.11
Cl -0.04 0.03 0.05
O 0.97 0.19 0.20
C -0.04 -0.05 -0.02
H 0.19 -0.25 -0.17
Cl 0.26 0.12 0.21
Cl -0.02 0.01 0.01
C 0.07 0.04 -0.03
Cl -0.04 0.13 0.11
O 0.00 0.01 -0.02
C -0.89 -1.33 -0.20
Cl -0.27 0.08 0.06
F 0.14 0.07 -0.52
H -0.09 -0.06 -0.13
Cl 0.36 0.42 0.00
Cl 0.01 -0.01 -0.01
Cl 0.00 0.02 -0.04
H -0.31 0.23 -0.22
H -0.23 -0.04 -0.09
O -0.23 -0.03 -0.08
Cl 0.00 -0.01 0.01
C -0.01 -0.18 0.18
F -0.50 -0.38 0.12
Cl 0.01 -0.02 -0.03
Cl -0.01 0.01 0.00
C 1.44 -1.66 0.44
C -1.78 -0.01 0.51
Cl 0.02 0.00 -0.02
Cl 0.00 0.01 -0.01
Cl 0.00 0.00 -0.02
Cl 0.14 -0.06 -0.15
F 0.10 0.29 0.39
Cl 0.04 -0.16 0.28
C 0.51 0.61 -0.73
C 0.79 1.13 0.02
H -0.06 -0.01 0.36
Cl 0.01 0.04 0.00
H -0.30 -0.05 -0.08
H 0.27 -0.11 -0.39
C 0.14 -0.06 -0.05
H 0.46 0.21 0.12
Cl 0.00 0.00 0.00
H -0.25 -0.16 -0.02
C 0.09 0.14 -0.07
H -0.33 0.13 -0.01
Cl 0.01 -0.04 0.03
H 0.21 0.03 -0.01
Cl 0.00 -0.02 -0.02
H -0.16 0.31 -0.21
C 0.02 -0.03 0.03